(1)
The following is a DFT calculation (ωB97M-V with the def2-TZVPD basis set) of an isolated molecule of C3H3NOS2 at a distorted geometry.

```
10
Properties=species:S:1:pos:R:3:forces:R:3:mulliken_charge:R:1
O -0.36230 -1.20300 -2.77300 -1.98 3.56 4.19 -0.517
C -0.72430 -0.25393 -1.97172 3.48 -4.22 -4.39 0.095
N -0.24916 -0.01653 -0.70535 -0.03 -1.69 2.37 0.100
C -0.46439 1.30754 -0.20537 1.21 -0.51 -0.79 0.006
S -0.02993 1.97865 1.18801 -0.42 -0.33 -0.34 -0.179
C 0.17691 -1.19267 0.03740 -0.06 -1.66 0.26 -0.108
S 0.82277 -1.33449 1.56148 -0.89 0.56 -2.24 -0.150
H -1.17337 0.59771 -2.37585 -1.41 1.23 -0.74 0.310
H -0.75653 1.88107 -1.09363 -0.39 0.27 0.61 0.194
H -0.04241 -2.21126 -0.56291 0.49 2.79 1.06 0.249
```
Positions in Å, forces in eV/Å.

Results
- LUMO level (eV) = -1.201
- gap between HOMO and LUMO (eV) = 7.56
- structure (SMILES) = O=CN(C=S)C=S
- energy (hartree) = -1042.4110

---

(2)
The following is a DFT calculation (ωB97M-V with the def2-TZVPD basis set) of an isolated molecule of C3H3NOS3 at a distorted geometry.

```
11
Properties=species:S:1:pos:R:3:forces:R:3:mulliken_charge:R:1
O 2.99998 -0.45198 -0.26779 -2.38 4.99 1.69 -0.487
C 2.31345 0.55405 0.10196 1.76 -3.33 0.12 0.170
N 0.90627 0.56676 0.05085 1.06 -0.48 -0.19 -0.125
C 0.01624 -0.46956 -0.11994 -0.76 -0.59 -0.30 0.194
S 0.40478 -2.04705 -0.18990 0.32 0.17 -0.02 -0.208
C -1.50298 -0.14934 -0.21103 -0.21 1.90 1.14 0.244
S -2.07313 1.43023 -0.22055 0.82 -1.73 -0.33 -0.244
S -2.53240 -1.55569 0.07450 -0.71 0.84 -0.79 -0.124
H 2.63302 1.56666 0.71342 -0.04 -2.39 -1.82 0.204
H 0.61219 1.48497 0.25179 -1.44 0.94 0.14 0.212
H -3.77742 -0.92906 -0.18330 1.58 -0.32 0.36 0.163
```
Positions in Å, forces in eV/Å.

Results
- LUMO level (eV) = -1.920
- gap between HOMO and LUMO (eV) = 6.90
- structure (SMILES) = O=CNC(=S)C(=S)S
- energy (hartree) = -1440.6190

---

(3)
The following is a DFT calculation (ωB97M-V with the def2-TZVPD basis set) of a cluster of 2 separate species, C3H3NS in total at a distorted geometry.

```
8
Properties=species:S:1:pos:R:3:forces:R:3:mulliken_charge:R:1
C 0.80498 0.70034 0.20027 0.40 -0.34 -3.13 0.217
C -2.08198 -1.57956 1.56152 0.09 1.20 0.83 -0.005
C 0.64573 0.15933 -1.15468 -2.29 -0.74 0.31 -0.538
N 1.05073 1.11914 1.21784 0.27 0.94 2.63 -0.339
S -1.98280 -0.33336 2.47109 -0.06 -1.19 -0.86 -0.010
H 1.51812 -0.48298 -1.39937 -0.67 0.63 -0.12 0.243
H 0.32216 0.92489 -1.94697 0.89 -1.10 1.33 0.259
H -0.27693 -0.50780 -0.94970 1.38 0.59 -1.00 0.172
```
Positions in Å, forces in eV/Å.

Results
- LUMO level (eV) = -0.092
- gap between HOMO and LUMO (eV) = 11.16
- energy (hartree) = -568.9550

---

(4)
The following is a DFT calculation (ωB97M-V with the def2-TZVPD basis set) of an isolated molecule of C3H3NS at a distorted geometry.

```
8
Properties=species:S:1:pos:R:3:forces:R:3:mulliken_charge:R:1
C -0.63618 -0.06747 -0.26832 8.20 -1.12 4.28 0.729
C -1.78820 0.26747 -0.84327 -1.24 0.36 -0.69 -0.666
C 1.88505 -0.42747 1.05403 -5.45 0.75 -2.72 -0.385
N 0.49261 -0.23095 0.29102 -1.82 0.18 -1.00 -0.309
S -2.24380 1.87603 -0.89793 0.00 -0.02 0.01 -0.223
H -2.39924 -0.50749 -1.29690 0.10 -0.09 0.10 0.309
H 2.26944 -1.40566 0.87926 0.11 -0.35 -0.04 0.269
H 2.42031 0.49554 1.08211 0.11 0.29 0.05 0.277
```
Positions in Å, forces in eV/Å.

Results
- LUMO level (alpha / beta) (eV) = -1.146 / -1.069
- gap between HOMO and LUMO (alpha / beta) (eV) = 7.50 / 6.92
- energy (hartree) = -568.8781

---

Which relative energy (zero: lowest compared OMol25 entry of this formula, charge and spin) belongs to each record? In order, 2.3864 1.2025 1.7017 3.7947 eV.